{
  "formula": "C17H26MoN2O3Si",
  "method": "wB97M-V/def2-TZVPD",
  "energy_ev": -36891.5549,
  "total_charge": 2,
  "homo_energy_ev": [-15.660, -15.659],
  "max_force_ev_per_a": 0.35,
  "gap_ev": [7.2, 7.2],
  "de_lowest_kcal_mol": 36.4,
  "elements": ["Mo", "N", "C", "C", "C", "C", "C", "C", "C", "C", "N", "C", "H", "H", "H", "H", "H", "H", "H", "H", "C", "C", "C", "O", "C", "O", "O", "H", "H", "H", "H", "H", "H", "H", "C", "Si", "C", "C", "C", "H", "H", "H", "H", "H", "H", "H", "H", "H", "H", "H"],
  "positions_angstrom": [[-0.103, 0.171, -0.336], [2.048, 0.667, -0.747], [2.949, -0.454, -0.586], [4.307, -0.364, -0.703], [5.107, -1.514, -0.541], [4.527, -2.722, -0.276], [3.121, -2.831, -0.156], [2.467, -4.054, 0.092], [1.098, -4.092, 0.181], [0.379, -2.910, 0.041], [0.946, -1.718, -0.186], [2.327, -1.677, -0.300], [2.124, 1.077, -1.680], [2.242, 1.456, -0.114], [4.771, 0.588, -0.927], [6.181, -1.430, -0.636], [5.132, -3.612, -0.161], [3.054, -4.957, 0.206], [0.566, -5.013, 0.364], [-0.696, -2.916, 0.122], [0.517, 5.417, -0.171], [0.464, 4.164, 0.698], [0.170, 4.491, 2.160], [1.682, 3.413, 0.583], [-0.671, 3.288, 0.187], [-1.807, 3.555, 0.055], [-0.225, 1.976, -0.156], [1.286, 6.088, 0.217], [-0.435, 5.943, -0.142], [0.756, 5.168, -1.204], [0.957, 5.141, 2.543], [0.143, 3.585, 2.766], [-0.781, 5.013, 2.252], [2.401, 4.018, 0.804], [-4.501, -0.705, 1.023], [-3.530, -1.626, -0.252], [-3.206, -3.392, 0.207], [-4.130, -1.414, -1.989], [-1.807, -0.673, -0.263], [-5.487, -1.165, 1.124], [-4.655, 0.341, 0.754], [-4.028, -0.747, 2.007], [-4.171, -3.890, 0.332], [-2.681, -3.498, 1.159], [-2.671, -3.944, -0.569], [-5.046, -1.995, -2.123], [-3.409, -1.783, -2.722], [-4.366, -0.375, -2.222], [-1.598, -0.165, -1.337], [-1.717, 0.077, 0.622]],
  "atomic_forces_ev_per_a": [[0.02, 0.05, 0.18], [-0.11, 0.10, -0.31], [-0.04, 0.01, 0.05], [0.04, -0.03, 0.00], [-0.02, 0.03, 0.00], [-0.03, 0.00, 0.00], [0.03, -0.02, 0.01], [0.01, -0.03, 0.01], [-0.02, 0.06, -0.01], [-0.04, -0.06, 0.08], [0.05, 0.23, 0.08], [0.03, -0.03, -0.04], [0.07, -0.06, -0.01], [-0.04, -0.02, 0.04], [0.00, 0.00, 0.00], [0.00, 0.00, 0.00], [0.00, 0.00, 0.00], [0.00, 0.00, 0.00], [0.00, 0.00, 0.00], [0.01, -0.01, 0.00], [0.01, 0.02, 0.03], [-0.06, 0.06, -0.03], [0.02, 0.02, 0.02], [-0.01, -0.01, -0.04], [0.23, -0.25, 0.02], [-0.05, 0.07, 0.01], [-0.06, -0.26, 0.08], [0.00, 0.00, -0.01], [0.00, -0.01, 0.00], [0.00, 0.00, 0.00], [-0.01, 0.00, 0.00], [0.00, 0.00, 0.00], [-0.01, 0.00, -0.01], [0.00, -0.02, 0.03], [-0.06, -0.03, 0.11], [0.10, 0.24, -0.09], [0.05, -0.15, 0.05], [-0.03, -0.07, -0.06], [0.29, -0.06, -0.02], [0.00, 0.01, 0.00], [0.02, 0.00, -0.02], [-0.01, 0.01, 0.00], [-0.01, 0.03, -0.01], [-0.01, 0.01, 0.00], [0.02, 0.02, 0.00], [0.00, 0.02, -0.01], [-0.01, 0.00, -0.01], [0.01, 0.01, 0.01], [-0.11, 0.08, -0.10], [-0.27, 0.04, -0.02]],
  "lowdin_charge": [1.6173, 0.0015, -0.2266, 0.0329, -0.0141, 0.0213, -0.1254, 0.0685, 0.0081, -0.0726, -0.0558, -0.1542, 0.1354, 0.0978, 0.1365, 0.1295, 0.1367, 0.1456, 0.1316, 0.0673, 0.0146, -0.5269, 0.0143, -0.0369, -0.4001, 0.2225, -0.3062, 0.1052, 0.1083, 0.1036, 0.1048, 0.1006, 0.1087, 0.1219, -0.1666, 0.4850, -0.1784, -0.1682, -0.3211, 0.0555, 0.0489, 0.0473, 0.0575, 0.0442, 0.0432, 0.0552, 0.0454, 0.0495, 0.0485, 0.0385]
}